Record 1
# C29H44Cl3FN2O6S

2 unconnected molecules or ions with the total composition C29H44Cl3FN2O6S at a distorted geometry (wB97M-V/def2-TZVPD, the OMol25 dataset).

Calculated values
* largest force on an atom: 2.1 eV Å⁻¹
* HOMO-LUMO gap: 4.39 eV
* highest occupied orbital energy: -5.810 eV

Structure (ORCA input):
```
! wB97M-V def2-TZVPD RIJCOSX def2/J DEFGRID3
* xyz 0 1
C -2.317 0.931 5.513
C -2.789 -0.044 4.467
O -2.654 -1.243 4.567
O -3.349 0.540 3.376
C -4.783 0.597 3.409
C -5.303 1.452 2.276
C -5.364 0.631 0.953
C -4.556 1.334 -0.142
C -3.080 1.455 0.330
C -2.093 0.957 -0.741
C -0.680 1.574 -0.612
C -0.359 2.195 -1.976
N 1.097 2.545 -2.139
C 1.704 2.860 -0.812
C 3.024 3.613 -1.052
C 3.831 3.956 0.173
N 5.084 3.807 0.151
C 1.786 1.592 0.105
O 1.632 2.087 1.406
C 3.114 0.886 -0.150
Cl 3.531 0.607 -1.834
C 4.023 0.423 0.714
C 5.300 -0.246 0.288
Cl 3.845 0.550 2.424
C 0.487 0.662 -0.119
C 0.650 -0.469 -1.157
O 1.453 -1.550 -0.727
C 1.002 -2.817 -1.122
C 0.204 -3.519 -0.241
C -0.308 -4.771 -0.543
C -1.206 -5.475 0.442
C -0.001 -5.348 -1.764
C 0.830 -4.661 -2.633
C 1.348 -3.407 -2.342
C 2.277 -2.792 -3.373
C 3.671 -2.560 -2.745
C 1.702 -1.550 -4.096
S -0.093 -0.056 1.453
O -0.957 -1.133 1.107
O -0.637 0.953 2.282
F 1.186 -0.674 2.072
H -3.192 1.315 6.035
H -1.642 0.410 6.191
H -1.789 1.753 5.034
H -5.228 -0.406 3.421
H -5.089 1.076 4.343
H -6.308 1.759 2.566
H -4.721 2.355 2.148
H -6.401 0.489 0.638
H -4.954 -0.365 1.149
H -4.956 2.341 -0.266
H -4.614 0.746 -1.063
H -2.986 0.790 1.184
H -2.844 2.479 0.620
H -2.118 -0.130 -0.762
H -2.518 1.286 -1.699
H -0.771 2.380 0.120
H -1.009 3.033 -2.208
H -0.571 1.424 -2.719
H 1.128 3.415 -2.675
H 1.639 1.866 -2.680
H 1.028 3.594 -0.372
H 3.689 3.151 -1.776
H 2.740 4.582 -1.492
H 3.297 4.332 1.053
H 5.475 4.108 1.044
H 1.816 3.025 1.491
H 5.083 -1.160 -0.262
H 5.908 0.443 -0.300
H 5.885 -0.494 1.170
H 1.033 -0.034 -2.083
H -0.338 -0.855 -1.418
H -0.044 -3.108 0.725
H -2.152 -4.924 0.476
H -0.809 -5.443 1.455
H -1.450 -6.483 0.115
H -0.392 -6.320 -2.034
H 1.099 -5.119 -3.578
H 2.449 -3.542 -4.144
H 4.197 -1.822 -3.360
H 3.614 -2.161 -1.737
H 4.273 -3.465 -2.806
H 2.380 -0.697 -4.107
H 0.720 -1.296 -3.696
H 1.514 -1.806 -5.141
Cl -4.322 3.577 4.212
*
```

Record 2
# C29H44F3NO23Si2

A molecular structure, C29H44F3NO23Si2 at a distorted geometry (wB97M-V/def2-TZVPD, the OMol25 dataset).

Calculated values
* largest force on an atom: 2.5 eV Å⁻¹
* HOMO-LUMO gap: 9.03 eV
* highest occupied orbital energy: -9.089 eV

Structure (ORCA input):
```
! wB97M-V def2-TZVPD RIJCOSX def2/J DEFGRID3
* xyz 0 1
C 5.143 2.422 3.693
C 4.267 1.699 3.271
C 3.305 0.663 2.607
Si 3.149 1.153 0.765
O 1.605 1.752 0.295
Si 0.889 2.821 1.427
C 1.322 4.653 1.180
C 2.849 4.900 1.577
C 3.136 6.368 2.112
N 2.915 6.493 3.582
C -1.027 2.594 1.208
O -1.815 3.313 2.200
C -1.745 2.773 3.459
F -1.480 1.424 3.510
F -3.021 2.933 4.029
F -0.894 3.475 4.310
H 6.007 3.130 3.729
H 3.829 -0.341 2.672
H 2.336 0.581 3.169
H 3.353 -0.098 -0.010
H 4.224 2.059 0.341
H 1.211 2.506 2.831
H 1.061 5.048 0.149
H 0.688 5.265 1.907
H 3.480 4.654 0.679
H 3.085 4.204 2.440
H 2.507 7.140 1.580
H 4.228 6.583 1.925
H 2.598 7.429 3.843
H 2.237 5.779 3.867
H -1.251 3.100 0.213
H -1.323 1.515 1.061
C 1.854 4.564 -3.578
C 2.697 3.599 -4.362
O 3.849 3.443 -3.541
C 3.483 3.751 -2.268
O 4.164 3.564 -1.308
O 2.237 4.299 -2.233
H 0.787 4.396 -3.718
H 2.083 5.607 -3.812
H 2.216 2.625 -4.484
H 2.969 3.984 -5.344
C 1.282 -1.992 -1.864
C 1.643 -3.100 -0.921
O 2.634 -3.821 -1.647
C 3.181 -2.961 -2.547
O 4.154 -3.198 -3.200
O 2.481 -1.799 -2.608
H 0.997 -1.077 -1.343
H 0.481 -2.272 -2.553
H 2.084 -2.732 0.009
H 0.793 -3.738 -0.681
C -5.547 0.694 2.990
C -4.860 1.459 1.899
O -4.577 0.450 0.932
C -5.465 -0.560 1.133
O -5.612 -1.486 0.392
O -6.163 -0.382 2.285
H -6.291 1.292 3.514
H -4.845 0.283 3.719
H -5.508 2.214 1.444
H -3.946 1.938 2.238
C -7.519 -2.775 -1.657
C -8.688 -1.838 -1.569
O -9.703 -2.526 -2.295
C -9.389 -3.852 -2.270
O -10.115 -4.722 -2.641
O -8.141 -4.053 -1.767
H -6.880 -2.728 -0.777
H -6.910 -2.601 -2.548
H -9.028 -1.689 -0.541
H -8.480 -0.867 -2.018
C -6.147 -4.201 5.525
C -5.991 -3.153 4.459
O -6.015 -1.938 5.202
C -5.632 -2.236 6.475
O -5.387 -1.423 7.310
O -5.567 -3.581 6.668
H -5.627 -5.127 5.280
H -7.194 -4.428 5.739
H -5.034 -3.228 3.935
H -6.798 -3.178 3.728
C 1.761 -5.765 -5.261
C 2.290 -4.803 -6.286
O 1.146 -4.014 -6.601
C 0.302 -4.085 -5.538
O -0.670 -3.408 -5.404
O 0.710 -5.028 -4.644
H 2.516 -6.052 -4.530
H 1.342 -6.669 -5.711
H 3.070 -4.151 -5.885
H 2.671 -5.306 -7.174
C 7.322 -1.519 -2.489
C 7.964 -2.727 -1.872
O 8.925 -2.161 -0.987
C 8.503 -0.901 -0.685
O 8.989 -0.214 0.158
O 7.455 -0.532 -1.470
H 6.273 -1.683 -2.736
H 7.848 -1.176 -3.384
H 7.257 -3.326 -1.290
H 8.445 -3.368 -2.611
*
```

Record 3
# C29H44N4O3S2SbSe4SiY

A molecular structure, C29H44N4O3S2SbSe4SiY (wB97M-V/def2-TZVPD, the OMol25 dataset).

Calculated values
* largest force on an atom: 1.0 eV Å⁻¹
* HOMO-LUMO gap: 5.24 eV
* highest occupied orbital energy: -1.752 eV

Structure (ORCA input):
```
! wB97M-V def2-TZVPD RIJCOSX def2/J DEFGRID3
* xyz -2 1
Y 0.899 0.096 -0.516
N 5.801 -0.658 3.228
C 5.374 -0.721 1.924
C 4.741 -1.870 1.434
C 4.213 -1.893 0.163
C 4.344 -0.787 -0.673
C 5.037 0.338 -0.225
C 5.558 0.365 1.049
S 3.358 -0.633 -2.117
O 4.077 -0.756 -3.351
O 2.657 0.671 -1.943
N 2.108 -1.617 -1.897
C 2.136 -2.945 -2.175
N 3.299 -3.549 -2.490
C 3.248 -4.836 -2.779
C 2.075 -5.574 -2.754
C 0.941 -4.868 -2.383
N 0.945 -3.579 -2.091
H 5.247 -1.251 3.843
H 5.771 0.289 3.606
H 4.574 -2.703 2.106
H 3.662 -2.764 -0.162
H 5.099 1.219 -0.851
H 6.025 1.266 1.427
H 4.197 -5.303 -3.030
H 2.048 -6.628 -2.991
H -0.023 -5.367 -2.313
C -0.188 -4.044 1.281
S -1.235 -2.643 0.887
O -0.233 -1.619 0.427
C -1.722 -2.220 2.541
C -3.058 -2.405 2.874
C -3.464 -2.110 4.165
C -2.539 -1.633 5.087
C -1.210 -1.448 4.735
C -0.789 -1.738 3.443
H 0.245 -4.387 0.343
H -0.798 -4.816 1.747
H 0.584 -3.688 1.965
H -3.769 -2.750 2.131
H -4.503 -2.235 4.446
H -2.862 -1.385 6.091
H -0.485 -1.051 5.434
H 0.247 -1.572 3.163
C -2.534 1.082 1.354
C -2.379 2.316 0.451
C -1.528 3.301 1.267
C -3.760 2.950 0.244
Si -1.438 1.775 -1.184
C -0.830 3.390 -2.133
C -1.842 4.539 -2.221
C -0.386 3.048 -3.561
C 0.430 3.915 -1.425
C -2.708 0.806 -2.350
C -3.472 -0.248 -1.539
C -3.739 1.666 -3.089
C -1.908 0.007 -3.392
H -3.045 1.362 2.285
H -1.555 0.694 1.647
H -3.107 0.276 0.891
H -1.991 3.450 2.250
H -1.445 4.279 0.790
H -0.525 2.913 1.460
H -4.171 3.257 1.215
H -4.476 2.257 -0.203
H -3.718 3.838 -0.390
H -2.761 4.243 -2.731
H -1.408 5.379 -2.783
H -2.115 4.916 -1.236
H -1.219 2.771 -4.208
H 0.346 2.235 -3.574
H 0.098 3.926 -4.011
H 0.257 4.199 -0.390
H 0.810 4.798 -1.958
H 1.235 3.173 -1.428
H -4.174 0.190 -0.830
H -2.789 -0.893 -0.980
H -4.046 -0.891 -2.221
H -4.342 2.263 -2.403
H -4.425 1.024 -3.661
H -3.270 2.349 -3.798
H -1.277 0.631 -4.022
H -2.597 -0.543 -4.049
H -1.262 -0.735 -2.910
Se 0.199 2.050 5.048
Sb 2.323 1.243 4.189
Se 1.845 0.847 1.668
Se 4.200 2.796 4.217
Se 2.867 -1.040 4.906
*
```